15
Properties=species:S:1:pos:R:3:forces:R:3 method="wB97M-V/def2-TZVPD" orbital_gap_ev=9.669 charge=+1 total_energy_ev=-16074.6004 relative_energy_kcal_mol=30.00
C 1.722 -0.029 -1.423 0.3 0.2 -0.4
C 1.047 -0.644 -0.458 -1.2 1.2 2.4
C -0.185 0.182 0.304 3.7 0.2 -1.5
N 0.127 0.382 1.780 3.1 -3.7 0.2
P -1.699 -0.790 -0.099 1.0 -1.2 -1.3
O -1.998 0.048 -1.469 -1.1 -0.6 -0.9
H 2.481 -0.511 -1.989 0.6 -1.0 0.0
H 1.696 0.992 -1.844 -1.1 -0.4 0.8
H 1.283 -1.664 0.039 -0.5 1.7 -1.4
H -0.136 1.262 0.008 -0.5 -1.2 -0.7
H 1.173 0.487 2.045 -1.7 -0.5 -1.1
H -0.188 -0.447 2.325 -0.1 0.9 0.1
H -0.224 1.227 2.075 -1.9 2.2 1.2
H -2.421 -0.082 0.737 -1.9 1.5 2.0
H -2.677 -0.414 -2.031 1.1 0.6 0.6


15
Properties=species:S:1:pos:R:3:forces:R:3 method="wB97M-V/def2-TZVPD" spin_multiplicity=2 orbital_gap_ev="2.276 / 9.077" charge=-1 total_energy_ev=-17626.8539 relative_energy_kcal_mol=61.01
C -0.363 0.491 0.012 2.0 -0.7 -0.2
C -1.475 0.123 0.968 -1.8 -1.2 -0.4
S -2.299 1.660 1.618 0.1 0.4 0.3
N 0.291 -0.677 -0.754 -1.0 -1.9 0.2
C 1.722 -1.010 -0.557 0.7 0.3 0.6
O 2.645 0.011 -1.123 -2.4 0.8 -0.5
H -0.715 1.179 -0.762 -0.2 -0.1 0.2
H 0.407 1.035 0.582 -0.1 -0.2 -0.2
H -1.261 -0.582 1.836 0.3 1.1 -0.8
H -2.339 -0.385 0.455 1.1 0.2 0.1
H -2.481 2.337 0.455 0.1 -0.5 0.2
H -0.201 -1.556 -0.362 0.7 1.5 -1.0
H 1.754 -1.193 0.579 1.3 0.8 -1.3
H 2.204 -1.913 -1.083 -2.1 0.6 0.7
H 2.110 0.480 -1.865 1.2 -1.3 2.0